This record from the OMol25 dataset describes C26H58CaN3O2SSbSe2Si3 as an isolated structure. The level of theory is wB97M-V/def2-TZVPD.

Geometry as XYZ:
```
97
Properties=species:S:1:pos:R:3:forces:R:3:lowdin_charge:R:1
Ca -0.0987 -0.5631 -1.7393 -0.41 0.21 -0.03 0.66
N -3.4839 0.2379 -0.2693 0.00 0.15 -0.23 0.11
C -4.5803 0.2673 0.7398 0.03 -0.12 -0.15 -0.28
C -4.4565 1.5483 1.5602 -0.08 -0.01 0.06 -0.10
C -3.1820 1.5634 2.4086 0.09 0.10 -0.04 -0.36
N -2.0361 1.6266 1.5019 0.18 0.13 0.08 0.01
C -3.0947 0.3171 3.2781 -0.21 0.02 0.22 -0.11
C -3.2726 -1.0065 2.5413 0.01 -0.09 -0.06 -0.37
N -2.0794 -1.3006 1.7444 0.00 -0.21 -0.10 0.06
C -4.5056 -0.9733 1.6251 0.02 0.09 0.16 -0.10
H -3.5791 0.9379 -1.0145 0.05 -0.02 0.09 0.08
H -3.3110 -0.6813 -0.7225 -0.09 -0.11 0.01 0.00
H -2.6081 0.5302 0.2406 -0.09 -0.01 0.00 0.04
H -5.5233 0.2625 0.1893 0.01 -0.02 0.05 0.15
H -5.3305 1.6199 2.2123 0.00 0.01 0.00 0.13
H -4.4748 2.4195 0.9015 0.01 0.04 -0.02 0.13
H -3.2259 2.4298 3.0830 0.01 -0.01 -0.06 0.14
H -1.1639 1.3397 1.9290 -0.04 0.02 -0.03 0.03
H -1.9106 2.5336 1.0671 0.02 0.07 0.00 0.03
H -3.8781 0.3857 4.0392 0.01 0.01 0.02 0.13
H -2.1432 0.3141 3.8175 0.03 -0.02 0.01 0.10
H -3.4528 -1.7702 3.3118 -0.02 -0.05 -0.09 0.14
H -2.2116 -2.1474 1.1998 0.01 -0.08 -0.01 0.02
H -1.2663 -1.4528 2.3340 -0.16 0.11 -0.17 0.02
H -5.4077 -0.9758 2.2428 0.03 -0.03 0.03 0.13
H -4.5418 -1.8737 1.0080 0.04 -0.04 -0.01 0.12
O 1.5966 3.9167 -4.7852 0.05 0.09 -0.05 -0.06
C 0.9039 2.7901 -5.3027 0.00 0.00 -0.04 -0.23
C 0.4064 1.9080 -4.1456 0.00 -0.05 -0.02 -0.56
C -0.2868 0.7522 -4.8681 0.01 -0.03 -0.07 -0.24
O -1.0304 -0.0791 -3.9731 -0.03 -0.05 0.35 -0.23
C 1.6401 1.5010 -3.2940 0.00 -0.04 0.08 -0.57
Se 2.2015 -0.4142 -3.2130 0.26 -0.02 -0.23 0.41
C -0.5917 2.7532 -3.3271 -0.02 0.01 0.03 -0.52
Se -1.1507 2.1101 -1.5383 0.00 0.11 -0.09 0.50
H 1.9385 4.4280 -5.5247 -0.01 -0.04 0.07 0.09
H 1.5710 2.1925 -5.9367 -0.02 -0.01 -0.01 0.13
H 0.0495 3.1204 -5.9066 -0.01 -0.02 0.01 0.13
H 0.4680 0.1441 -5.3771 -0.03 0.06 0.02 0.10
H -0.9891 1.1633 -5.6029 0.05 0.01 0.00 0.13
H -1.3452 -0.8570 -4.4523 0.02 -0.02 0.01 0.07
H 1.4843 1.8606 -2.2745 0.04 -0.04 -0.03 0.01
H 2.5126 2.0329 -3.6671 -0.01 -0.04 0.02 0.05
H -1.4948 2.9059 -3.9231 0.01 -0.01 0.04 0.06
H -0.1382 3.7291 -3.1524 -0.05 -0.08 -0.01 0.05
C 5.4222 -0.2846 1.9602 0.01 0.02 0.03 -0.21
Si 4.1290 -0.3082 0.6091 -0.13 -0.01 0.02 0.27
C 4.4286 1.1501 -0.5078 0.04 0.02 0.00 -0.22
C 4.2527 -1.9370 -0.2869 0.03 -0.02 -0.03 -0.23
Sb 1.6800 -0.1135 1.4132 0.09 -0.08 -0.11 0.85
Si 1.6883 -1.8734 3.2682 -0.02 0.04 -0.11 0.26
C 1.3509 -3.5053 2.4155 0.00 -0.02 0.02 -0.23
C 0.2994 -1.5529 4.4917 0.00 -0.04 0.04 -0.22
C 3.2750 -2.0311 4.2452 -0.02 0.01 0.04 -0.22
Si 1.8905 2.1354 2.6210 -0.11 0.00 -0.11 0.27
C 3.5754 2.4511 3.3636 0.02 0.01 0.03 -0.23
C 0.6394 2.3046 4.0107 0.05 0.03 0.01 -0.22
C 1.5254 3.4122 1.3088 -0.03 0.01 0.08 -0.23
H 6.3974 -0.3315 1.4684 0.05 0.00 -0.01 0.04
H 5.3493 -1.1335 2.6329 0.01 -0.09 0.05 0.00
H 5.3937 0.6231 2.5559 0.03 0.06 0.04 0.00
H 5.4505 1.1098 -0.8922 0.04 0.00 -0.03 0.04
H 4.3081 2.0958 0.0213 -0.01 0.06 0.04 0.01
H 3.7490 1.1211 -1.3571 -0.05 0.02 -0.07 -0.03
H 5.2711 -2.0838 -0.6530 0.05 -0.01 -0.02 0.04
H 3.5836 -1.9409 -1.1457 -0.04 -0.03 -0.04 -0.03
H 4.0078 -2.7758 0.3664 -0.01 -0.03 0.04 0.01
H 0.3871 -3.5071 1.9050 -0.06 0.01 -0.03 0.02
H 1.3513 -4.3202 3.1423 -0.01 -0.05 0.03 0.04
H 2.1128 -3.7239 1.6675 0.06 -0.01 -0.04 0.02
H -0.6869 -1.6817 4.0473 -0.02 -0.04 0.11 0.00
H 0.3411 -0.5555 4.9221 0.02 0.10 0.05 0.01
H 0.3840 -2.2725 5.3093 -0.03 -0.03 0.03 0.04
H 4.0519 -2.5156 3.6573 0.05 -0.04 -0.04 0.02
H 3.0799 -2.6560 5.1198 0.02 -0.03 0.05 0.03
H 3.6600 -1.0729 4.5903 0.01 0.07 0.03 0.02
H 3.9085 1.6381 4.0075 0.00 -0.03 0.06 0.02
H 3.5235 3.3618 3.9649 0.02 0.04 0.02 0.04
H 4.3267 2.6039 2.5908 0.06 0.01 -0.05 0.02
H 0.8096 1.5895 4.8124 0.04 -0.07 0.08 0.01
H -0.3887 2.1997 3.6726 -0.12 -0.01 -0.02 0.00
H 0.7411 3.3052 4.4373 -0.01 0.06 0.02 0.04
H 2.2807 3.4018 0.5238 0.07 -0.01 -0.07 0.02
H 1.5062 4.4134 1.7453 0.00 0.05 0.02 0.04
H 0.5675 3.2245 0.8206 -0.02 0.01 -0.05 -0.02
S -2.1665 -2.4646 -1.4098 0.12 -0.06 0.09 0.49
C -2.4744 -3.0437 -3.0531 0.09 0.16 0.03 -0.69
C -1.4321 -3.1893 -3.9743 0.10 -0.05 0.06 -0.16
C -1.6795 -3.6067 -5.2745 -0.03 -0.01 -0.02 -0.09
C -2.9736 -3.8992 -5.6826 0.01 0.00 -0.01 -0.10
C -4.0132 -3.7740 -4.7715 0.01 0.00 -0.01 -0.10
C -3.7683 -3.3505 -3.4745 -0.05 0.02 0.02 -0.13
H -0.4095 -2.9875 -3.6650 -0.05 -0.02 -0.03 0.09
H -0.8526 -3.7113 -5.9654 0.02 0.00 -0.01 0.11
H -3.1678 -4.2290 -6.6944 0.00 0.00 -0.01 0.10
H -5.0269 -4.0047 -5.0732 -0.02 -0.01 -0.01 0.10
H -4.5860 -3.2502 -2.7718 0.00 0.00 0.00 0.09
```
Positions in Å, forces in eV/Å.

calculated total energy = -8327.83882 hartree
E_HOMO = -0.248 Eh
largest force on an atom = 0.46 eV/A
frontier orbital gap = 7.06 eV
relative energy (zero: lowest compared OMol25 entry of this formula, charge and spin) = 0.0 kcal/mol


This record from the OMol25 dataset describes C26H58IrP4S as an isolated structure in a non-equilibrium geometry. The level of theory is wB97M-V/def2-TZVPD.

Geometry as XYZ:
```
90
Properties=species:S:1:pos:R:3:forces:R:3:lowdin_spin:R:1
Ir 2.7016 0.0416 -0.8432 -2.70 1.11 0.20 1.19
P 0.6918 -2.3257 -1.8264 -0.07 -0.66 -0.52 0.32
P 2.1734 -0.8478 1.2086 0.26 0.02 2.16 0.15
P 4.5212 -0.2181 -2.0976 0.60 0.41 0.11 0.14
H -1.9047 0.7794 0.0824 -0.32 0.40 -0.39 0.01
C -1.9879 1.7483 -0.4356 3.23 -0.19 -1.48 0.00
C -1.9136 1.7163 -1.7964 -0.89 0.64 0.83 0.00
H -2.1562 0.7988 -2.3537 0.33 0.18 0.45 0.00
C -1.0226 -2.2505 -1.2185 -0.40 0.23 0.27 0.07
C 1.5166 -3.8077 -1.1683 -0.05 0.05 0.05 0.02
C 0.4809 -2.6537 -3.5951 0.05 0.22 -0.26 0.04
C 2.2386 0.4898 2.4734 0.12 -0.16 0.09 0.02
C 0.6394 -1.7365 1.7726 -0.14 -0.15 -0.10 0.05
C 3.5929 -1.9504 1.5559 -0.12 -0.06 0.14 0.03
C 4.2562 0.5728 -3.7032 -0.07 0.07 -0.40 0.06
C 4.9697 -1.9680 -2.2973 0.16 0.08 0.01 0.04
C 5.7332 0.6797 -1.0799 0.57 -0.19 0.14 0.00
H -1.6798 2.5790 0.2507 -0.69 -0.34 -1.13 0.00
H -1.9062 2.5952 -2.4731 0.22 -0.40 0.87 0.00
H -1.5636 -1.4833 -1.7977 0.28 -0.30 0.15 0.00
H -1.0756 -1.9790 -0.1569 0.07 -0.08 -0.36 0.01
H -1.5322 -3.2219 -1.3499 0.32 0.27 -0.08 0.01
H 1.5982 -3.7706 -0.0753 -0.05 -0.09 -0.32 0.00
H 2.5341 -3.8604 -1.5843 -0.35 -0.02 0.05 0.00
H 0.9466 -4.6943 -1.4699 0.17 0.08 0.12 0.01
H -0.1644 -1.8881 -4.0525 0.18 -0.26 0.19 0.00
H 0.0010 -3.6403 -3.6844 0.14 0.26 -0.10 0.01
H 1.4372 -2.6539 -4.1354 -0.23 -0.10 0.22 0.00
H 2.2205 0.1038 3.5019 0.03 -0.12 -0.31 0.00
H 1.3769 1.1579 2.3531 0.20 -0.11 -0.10 0.00
H 3.1567 1.0722 2.3361 -0.22 -0.09 0.02 0.00
H 0.6243 -2.0165 2.8457 0.51 0.33 -0.49 0.01
H 0.4486 -2.6612 1.2156 0.09 0.28 0.11 0.00
H -0.2137 -1.0593 1.6196 0.21 -0.08 -0.04 0.02
H 3.7159 -2.1024 2.6338 -0.02 -0.02 -0.15 0.00
H 4.4941 -1.4689 1.1525 -0.20 -0.18 0.19 0.00
H 3.4549 -2.9269 1.0715 0.07 0.28 0.11 0.00
H 5.1895 0.9474 -4.1390 -0.09 -0.13 0.08 0.01
H 3.5638 1.4234 -3.5776 0.38 -0.28 0.00 0.01
H 3.7962 -0.1443 -4.4007 0.18 0.20 0.24 0.00
H 6.0169 -2.0408 -2.6070 -0.11 -0.13 0.00 0.01
H 4.3291 -2.4428 -3.0542 0.19 0.21 0.18 0.00
H 4.8340 -2.4868 -1.3369 0.15 0.17 -0.27 0.00
H 5.9263 1.6815 -1.4795 -0.05 -0.21 -0.03 0.00
H 6.6749 0.1279 -0.9873 -0.02 0.18 -0.14 0.00
H 5.2990 0.7888 -0.0740 0.28 -0.03 -0.42 0.00
C 2.7827 3.3909 -1.4653 0.28 1.25 -1.24 0.07
C 3.6800 4.3978 -1.0350 -0.69 -0.54 -0.16 0.04
C 3.8708 5.5297 -1.8054 -0.20 0.05 -0.61 0.00
C 3.1785 5.6707 -3.0234 0.03 -0.33 0.29 0.03
C 2.3510 4.6378 -3.4944 0.10 -0.04 0.01 0.00
C 2.1539 3.4764 -2.7380 0.41 0.30 0.73 0.03
S 2.3699 2.2431 -0.2482 0.11 -1.62 -0.04 0.52
H 2.1369 -1.3471 -1.5336 -0.35 -0.28 -0.37 0.11
H 4.1564 4.2666 -0.0682 0.04 0.22 -0.10 0.00
H 4.5499 6.3017 -1.4544 -0.16 -0.06 -0.13 0.00
H 3.2848 6.5876 -3.6041 0.01 -0.31 0.14 0.00
H 1.8426 4.7459 -4.4617 0.28 -0.05 0.48 0.00
H 1.5122 2.6639 -3.0940 0.09 0.38 0.19 0.00
C -3.5290 -2.5393 3.7248 0.00 -0.09 0.18 0.01
C -4.3151 -1.7174 2.6914 0.60 -1.04 -0.28 0.07
C -5.4955 -0.9760 3.3151 -0.31 0.38 0.18 0.04
P -3.2044 -0.6541 1.6600 -2.61 0.87 1.15 0.57
C -4.1578 -0.3361 0.0682 0.64 0.08 -0.56 0.07
C -5.3419 -1.2480 -0.2449 0.06 -0.43 0.25 0.01
C -4.5770 1.1146 -0.1192 0.28 1.15 0.28 0.02
C -2.7616 0.8676 2.6864 1.13 0.04 -0.49 0.07
C -3.8791 1.8880 2.9074 -0.64 0.27 -0.20 0.03
C -2.0811 0.4865 4.0121 0.10 -0.12 0.12 0.00
H -3.1796 -1.9262 4.5627 -0.10 -0.19 -0.21 0.00
H -2.6622 -3.0343 3.2696 -0.16 0.01 0.13 0.00
H -4.1887 -3.3165 4.1329 0.20 0.18 -0.09 0.00
H -4.7210 -2.4357 1.9606 0.16 0.23 0.13 0.00
H -6.0283 -0.3347 2.5996 0.11 -0.15 0.23 0.00
H -6.2169 -1.7206 3.6851 0.27 0.11 -0.17 0.01
H -5.1885 -0.3757 4.1815 -0.06 -0.15 -0.26 0.00
H -3.3849 -0.5736 -0.6933 -0.33 0.26 0.22 0.01
H -6.2095 -1.0521 0.3978 0.26 -0.12 -0.15 0.00
H -5.6351 -1.0461 -1.2844 0.04 -0.04 0.30 0.00
H -5.0519 -2.3000 -0.1819 -0.27 0.02 -0.03 0.00
H -3.7437 1.8289 0.0570 -1.17 -0.58 -0.01 0.00
H -4.8423 1.2653 -1.1756 -0.12 -0.07 0.33 0.00
H -5.3894 1.4432 0.5357 -0.15 -0.46 -0.21 0.00
H -1.9853 1.3554 2.0700 -0.27 -0.15 0.31 0.00
H -4.8265 1.4319 3.2166 0.35 0.27 -0.04 0.00
H -3.5633 2.5821 3.6988 0.01 -0.28 -0.11 0.01
H -4.0657 2.4958 2.0172 0.02 -0.18 0.26 0.00
H -1.3045 -0.2777 3.8724 -0.22 0.06 0.14 0.00
H -1.5774 1.3846 4.4005 -0.23 -0.24 -0.10 0.00
H -2.7959 0.1514 4.7790 0.27 0.11 -0.34 0.00
```
Positions in Å, forces in eV/Å.

calculated total energy = -2892.31334 hartree
E_HOMO (spin up / spin down) = -0.561 / -0.567 Eh
total charge = +3
largest force on an atom = 3.56 eV/A
frontier orbital gap (spin up / spin down) = 7.90 / 4.69 eV
multiplicity = 5
relative energy (zero: lowest compared OMol25 entry of this formula, charge and spin) = 37.1 kcal/mol